(1)
A structure of composition C32H26Cl3N2P2Pd. Source: OMol25; level of theory: wB97M-V/def2-TZVPD.

Last column: Löwdin charge in e.
Element x y z (Å)
Pd1 -0.005 -0.427 -0.522  0.61
Cl1 2.193 -4.538 -1.601  0.74
Cl2 -0.657 -4.949 -1.761  0.71
Cl3 0.420 -2.839 -0.049  0.68
P1 2.168 0.060 -0.592  0.98
P2 -2.218 0.681 1.329  1.03
N1 0.468 -1.953 -3.481  0.23
N2 0.012 1.545 -0.799  -0.10
C1 0.625 -3.765 -1.615  -1.51
C2 4.860 -2.952 -0.170  -0.08
C3 2.175 1.304 -1.911  -0.22
C4 3.352 -1.246 -0.953  -0.39
C5 -5.467 1.321 3.677  -0.08
C6 -2.890 -0.970 -2.447  -0.06
C7 3.888 -2.002 0.092  -0.12
C8 -0.808 2.525 -0.279  -0.37
C9 2.758 0.870 0.897  -0.35
C10 -3.010 -2.704 -0.778  -0.11
C11 4.115 1.183 0.986  -0.08
C12 -2.404 -0.441 -0.128  -0.50
C13 1.885 1.234 1.918  -0.08
C14 1.068 2.172 -1.435  -0.41
C15 3.717 2.236 3.107  -0.06
C16 -2.598 -1.802 0.184  -0.17
C17 -2.085 2.289 0.458  -0.30
C18 0.542 -2.783 -2.693  -0.39
C19 -2.539 -0.043 -1.468  -0.11
C20 -4.177 1.148 3.197  -0.11
C21 -5.053 0.583 1.031  -0.08
C22 -6.551 1.116 2.836  -0.07
C23 3.785 -1.465 -2.261  -0.10
C24 4.590 1.870 2.088  -0.06
C25 -3.959 0.789 1.868  -0.39
C26 -0.279 3.745 -0.618  -0.04
C27 0.910 3.524 -1.349  -0.04
C28 -6.343 0.743 1.515  -0.07
C29 4.767 -2.412 -2.515  -0.08
C30 5.306 -3.150 -1.472  -0.08
C31 -3.154 -2.284 -2.100  -0.07
C32 2.372 1.916 3.024  -0.06
H1 -3.194 -3.736 -0.508  0.10
H2 1.957 0.831 -2.872  0.09
H3 5.115 -2.566 -3.528  0.12
H4 4.092 2.772 3.968  0.11
H5 -3.332 1.289 3.861  0.10
H6 -7.187 0.578 0.859  0.11
H7 3.377 -0.890 -3.082  0.10
H8 -3.463 -2.989 -2.861  0.11
H9 4.800 0.888 0.199  0.12
H10 5.641 2.119 2.156  0.11
H11 3.569 -1.823 1.112  0.12
H12 -5.626 1.604 4.709  0.11
H13 1.572 4.270 -1.758  0.11
H14 3.132 1.824 -1.963  0.11
H15 -2.976 -0.653 -3.478  0.12
H16 -4.908 0.294 -0.004  0.10
H17 0.831 0.995 1.851  0.06
H18 6.079 -3.881 -1.671  0.12
H19 -0.723 4.698 -0.379  0.11
H20 -2.434 -2.128 1.207  0.11
H21 -2.177 3.050 1.237  0.10
H22 1.694 2.200 3.817  0.11
H23 -7.558 1.242 3.209  0.11
H24 5.285 -3.525 0.643  0.12
H25 -2.958 2.417 -0.190  0.09
H26 -2.385 0.990 -1.747  0.10

Properties
ΔE to the lowest compared entry with this formula, charge and spin	173.5	kJ/mol
E_HOMO	-10.2	eV
2S+1	1
total charge	+1
LUMO energy	-3.91	eV


(2)
A structure of composition C32H27BClCrN2O3. Source: OMol25; level of theory: wB97M-V/def2-TZVPD.

Last column: Mulliken spin population.
Element x y z (Å)
Cr1 0.841 -1.539 -0.172  3.33
Cl1 5.408 -1.740 -5.914  0.00
O1 1.034 -1.433 -2.031  -0.02
O2 0.314 1.246 -0.164  0.00
O3 -1.802 0.401 -0.101  0.03
N1 2.969 -1.671 -0.023  -0.04
N2 1.062 -1.599 1.797  -0.04
C1 -2.789 3.960 -0.132  0.00
C2 -1.865 1.763 -0.116  0.01
C3 -3.916 5.815 -1.386  0.00
C4 -0.573 2.278 -0.155  0.00
C5 4.012 -1.723 4.039  0.24
C6 3.403 -1.621 -2.421  -0.04
C7 -0.362 3.639 -0.180  0.00
C8 0.068 -1.581 2.701  0.15
C9 -3.965 4.937 -0.126  0.00
C10 -3.886 5.835 1.119  0.00
C11 4.114 -1.663 -4.740  -0.05
C12 -2.978 2.575 -0.107  0.00
C13 0.289 -1.612 4.062  -0.05
C14 -1.487 4.461 -0.167  0.00
C15 -0.410 -3.138 -0.108  -0.25
C16 -2.475 -4.409 -0.349  -0.02
C17 1.585 -1.663 4.548  0.16
C18 2.040 -1.524 -2.855  0.08
C19 2.796 -1.587 -5.179  0.10
C20 1.788 -1.517 -4.239  -0.03
C21 2.660 -1.682 3.639  -0.07
C22 5.015 -1.755 3.084  -0.10
C23 0.238 -4.353 0.139  -0.01
C24 -0.438 -5.567 0.139  -0.01
C25 -1.804 -5.600 -0.106  0.03
C26 4.725 -1.747 1.728  0.24
C27 -5.320 4.222 -0.105  0.00
C28 4.415 -1.680 -3.401  0.06
C29 2.345 -1.659 2.252  0.02
C30 -1.785 -3.202 -0.351  0.05
C31 3.797 -1.658 -1.052  0.35
C32 3.390 -1.697 1.279  -0.09
B1 -0.441 0.039 -0.135  -0.18
H1 1.786 -1.697 5.611  0.01
H2 2.572 -1.582 -6.237  0.01
H3 4.870 -1.684 -0.873  0.03
H4 -0.933 -1.554 2.290  0.04
H5 4.251 -1.725 5.095  0.01
H6 0.753 -1.454 -4.551  0.00
H7 -6.120 4.964 -0.107  0.00
H8 -4.782 6.482 -1.411  0.00
H9 -2.327 -2.281 -0.547  0.00
H10 0.099 -6.490 0.332  0.00
H11 5.537 -1.785 1.015  0.05
H12 6.052 -1.786 3.399  -0.01
H13 -2.341 -6.541 -0.107  0.00
H14 -3.879 5.226 2.025  0.00
H15 -3.933 5.192 -2.282  0.00
H16 -4.750 6.503 1.156  0.00
H17 -5.430 3.610 0.792  0.00
H18 -3.013 6.426 -1.415  0.00
H19 1.309 -4.359 0.340  -0.01
H20 -5.444 3.587 -0.984  0.00
H21 -3.543 -4.422 -0.543  0.00
H22 0.635 4.057 -0.211  0.00
H23 -3.960 2.125 -0.082  0.00
H24 -1.332 5.533 -0.185  0.00
H25 -2.982 6.446 1.113  0.00
H26 -0.556 -1.598 4.738  0.00
H27 5.448 -1.744 -3.083  0.00

Properties
expectation value of S²	6.127
ΔE to the lowest compared entry with this formula, charge and spin	113.9	kJ/mol
E_HOMO (alpha / beta)	-2.3 / -4.8	eV
2S+1	5
total charge	-1
LUMO energy (alpha / beta)	2.36 / 2.36	eV


(3)
A structure of composition C32H27Br6N5O10. Source: OMol25; level of theory: wB97M-V/def2-TZVPD.

Last column: Mulliken spin population.
Element x y z (Å)
Br1 -1.929 4.772 -2.891  0.00
Br2 0.845 0.470 0.454  0.01
Br3 -1.739 0.357 -1.465  0.00
Br4 0.969 5.106 -1.466  0.00
Br5 -0.778 -2.301 0.065  0.00
Br6 -1.621 4.149 0.365  0.00
O1 -7.534 2.536 -5.562  0.00
O2 -1.471 -5.042 5.585  0.00
O3 -3.906 -2.130 6.858  0.00
O4 -6.922 3.880 -7.141  0.00
O5 1.870 -4.967 -1.158  0.25
O6 2.211 -2.913 -1.762  0.15
O7 -4.809 -3.486 5.469  0.00
O8 1.700 2.093 -4.890  0.00
O9 -1.785 -4.367 3.524  0.00
O10 1.777 1.352 -2.869  0.00
N1 2.221 2.058 -3.776  0.00
N2 -4.224 -2.456 5.698  0.00
N3 -1.233 -4.284 4.625  0.00
N4 -6.692 3.152 -6.168  0.00
N5 2.396 -3.908 -0.972  0.24
C1 -4.937 1.929 -4.763  0.00
C2 3.265 -3.743 0.187  -0.03
C3 5.470 4.668 -2.819  0.00
C4 4.626 -4.655 1.978  -0.08
C5 4.485 -2.274 1.692  -0.08
C6 3.892 2.955 -2.134  0.00
C7 5.082 4.463 -4.194  0.00
C8 -0.735 4.068 -1.475  0.00
C9 -5.292 2.834 -5.805  0.00
C10 3.419 2.918 -3.448  0.00
C11 -3.598 1.596 -4.495  0.00
C12 3.562 -2.441 0.670  0.11
C13 -4.226 3.494 -6.498  0.00
C14 -3.653 -1.306 2.054  0.00
C15 3.720 -4.862 0.906  0.18
C16 -2.967 -0.165 2.226  0.00
C17 -2.549 2.173 -5.212  0.00
C18 -0.008 -2.732 6.206  0.00
C19 -3.029 -0.418 4.699  0.00
C20 -2.906 3.130 -6.217  0.00
C21 -3.718 -1.685 4.510  0.00
C22 1.015 -1.743 6.363  0.00
C23 -0.315 -3.143 4.882  0.00
C24 0.388 -2.615 3.789  -0.01
C25 4.984 -3.398 2.404  0.18
C26 -4.030 -2.077 3.186  0.00
C27 -2.699 0.324 3.539  0.00
C28 -0.113 -0.605 -0.867  0.02
C29 4.872 3.901 -1.802  0.00
C30 1.442 -1.673 3.953  0.00
C31 4.029 3.598 -4.485  0.00
C32 1.742 -1.325 5.230  0.00
H1 -0.457 3.023 -1.613  0.00
H2 -2.716 -0.101 5.682  0.00
H3 5.083 -5.512 2.450  0.00
H4 3.418 2.333 -1.389  0.00
H5 -4.451 4.348 -7.119  0.00
H6 -2.118 1.228 3.647  0.00
H7 -1.505 2.078 -4.951  0.00
H8 -3.830 -1.782 1.101  0.00
H9 1.300 -1.301 7.307  0.00
H10 3.569 3.563 -5.462  0.00
H11 2.601 -0.681 5.348  0.00
H12 5.332 4.009 -0.831  0.00
H13 -2.719 0.322 1.295  0.00
H14 0.539 -0.701 -1.735  -0.01
H15 -5.676 1.493 -4.107  0.00
H16 -2.076 3.647 -6.676  0.00
H17 4.821 -1.285 1.965  0.00
H18 3.190 -1.615 0.083  0.02
H19 -0.478 -3.291 7.002  0.00
H20 5.781 -3.242 3.116  0.02
H21 2.069 -1.369 3.128  0.00
H22 0.314 -2.923 2.757  0.00
H23 -3.317 0.902 -3.717  0.00
H24 3.501 -5.875 0.604  0.03
H25 -4.611 -2.975 3.035  0.00
H26 6.164 5.494 -2.780  0.00
H27 5.712 4.951 -4.923  0.00

Properties
expectation value of S²	0.767
ΔE to the lowest compared entry with this formula, charge and spin	0.0	kJ/mol
E_HOMO (alpha / beta)	-1.9 / -5.5	eV
2S+1	2
total charge	-1
LUMO energy (alpha / beta)	0.69 / 0.69	eV